(1)
The following is a quantum chemistry calculation of a molecular structure, C36H65F2N12O2Ti at a distorted geometry, from the Open Molecules 2025 dataset.

Values from the calculation:
Kohn-Sham gap (spin up / spin down) in eV: 5.379 / 8.284
⟨S²⟩: 2.0220
Charge: +1
Spin multiplicity: 3
Relative energy (zero: lowest compared OMol25 entry of this formula, charge and spin) in kcal per mole: 38.3

The geometry in XYZ format:
```
118
C36H65F2N12O2Ti the ωB97M-V functional and the def2-TZVPD basis
Ti -0.129 -0.609 -0.250
C 0.239 -1.927 -5.300
N -0.072 -0.634 -4.737
C -0.450 0.376 -5.700
C 0.501 -0.217 -3.505
N -0.257 -0.145 -2.449
C -1.674 -0.378 -2.678
C -2.369 -1.047 -1.493
N -2.287 -0.272 -0.253
C -2.978 1.019 -0.392
C -2.129 2.175 0.126
N -0.937 2.314 -0.672
C -0.442 3.489 -0.841
N -0.882 4.645 -0.217
C -0.900 5.906 -0.925
C -1.043 4.803 1.208
N 0.580 3.646 -1.751
C 1.688 4.519 -1.459
C 0.435 3.242 -3.123
C -2.932 -1.043 0.814
C -2.743 -0.432 2.205
N -1.337 -0.330 2.534
C -1.016 0.161 3.681
N -1.976 0.768 4.519
C -2.113 0.331 5.888
C -2.404 2.122 4.258
N 0.247 0.062 4.165
C 1.173 -0.956 3.736
C 0.762 0.971 5.157
N 1.802 0.153 -3.525
C 2.510 0.749 -2.415
C 2.663 -0.219 -4.629
H 0.936 -1.866 -6.145
H -0.681 -2.396 -5.666
H 0.670 -2.571 -4.538
H -1.421 0.121 -6.138
H 0.273 0.466 -6.524
H -0.536 1.341 -5.207
H -1.834 -1.027 -3.551
H -2.138 0.591 -2.910
H -1.915 -2.034 -1.318
H -3.427 -1.209 -1.779
H -3.920 1.006 0.168
H -3.226 1.221 -1.436
H -1.851 1.941 1.161
H -2.742 3.092 0.111
H -0.757 5.744 -1.990
H -0.136 6.597 -0.557
H -1.879 6.377 -0.785
H -0.929 3.855 1.721
H -2.028 5.221 1.442
H -0.279 5.483 1.601
H 1.685 4.771 -0.402
H 1.679 5.438 -2.052
H 2.620 3.986 -1.669
H -0.278 2.423 -3.167
H 1.392 2.908 -3.522
H 0.081 4.076 -3.750
H -2.513 -2.051 0.809
H -4.014 -1.115 0.611
H -3.264 -1.084 2.925
H -3.254 0.537 2.259
H -1.776 -0.699 5.972
H -3.173 0.360 6.153
H -1.569 0.943 6.618
H -1.944 2.842 4.950
H -3.491 2.200 4.355
H -2.121 2.402 3.247
H 0.791 -1.431 2.840
H 1.301 -1.695 4.536
H 2.148 -0.521 3.513
H 0.120 1.841 5.249
H 1.753 1.315 4.851
H 0.859 0.486 6.133
H 1.810 1.082 -1.646
H 3.083 1.601 -2.792
H 3.227 0.044 -1.983
H 2.964 -1.269 -4.560
H 3.567 0.388 -4.596
H 2.175 -0.042 -5.584
F 2.114 3.336 2.852
C 2.266 2.182 2.147
C 1.160 1.624 1.531
C 1.255 0.449 0.795
C 2.538 -0.169 0.714
C 3.631 0.427 1.357
F 4.867 -0.131 1.283
C 3.521 1.600 2.076
C 2.589 -1.362 -0.107
C 3.639 -2.276 -0.171
C 3.578 -3.356 -1.031
C 2.432 -3.512 -1.833
C 1.408 -2.609 -1.704
N 1.451 -1.547 -0.876
H 0.216 2.136 1.633
H 4.379 2.043 2.553
H 4.502 -2.148 0.461
H 4.385 -4.067 -1.086
H 2.359 -4.337 -2.522
H 0.484 -2.725 -2.268
C 0.543 -5.410 2.283
N -0.109 -4.139 2.090
C -1.194 -3.794 2.978
C 0.343 -3.238 1.176
O -0.255 -2.167 0.899
H 0.635 -5.629 3.349
H 1.541 -5.391 1.847
H -0.029 -6.225 1.823
H -2.073 -4.420 2.800
H -1.434 -2.744 2.814
H -0.879 -3.929 4.015
H 1.292 -3.525 0.711
C -1.490 -5.102 -2.264
O -1.457 -4.152 -1.218
H -2.266 -5.857 -2.096
H -0.525 -5.606 -2.387
H -1.732 -4.548 -3.167
H -1.252 -4.608 -0.394
```

***

(2)
The following is a quantum chemistry calculation of 5 unconnected molecules or ions with the total composition C36H65F4N5O8 at a distorted geometry, from the Open Molecules 2025 dataset.

Values from the calculation:
Kohn-Sham gap in eV: 8.142
SMILES: O=C1O[C@@H](C[C@H](O)C(F)(F)F)[C@](CCF)(CCCCCCCCCCCCn2cccc2)O1.CN(C)C=O.CN(C)C=O.CN(C)C=O.CN(C)C=O
Charge: 0
Spin multiplicity: 1

The geometry in XYZ format:
```
118
C36H65F4N5O8 the ωB97M-V functional and the def2-TZVPD basis
O 2.243 2.862 -2.631
C 2.411 1.915 -1.845
O 2.118 0.524 -2.106
C 2.583 -0.312 -0.990
C 3.792 -1.123 -1.657
C 3.330 -2.374 -2.554
O 1.932 -2.381 -2.909
C 3.670 -3.793 -1.878
F 3.481 -4.823 -2.849
F 2.805 -4.070 -0.785
F 5.017 -3.889 -1.446
C 2.890 0.685 0.224
C 4.272 0.520 1.052
C 4.749 1.991 1.565
F 5.535 1.784 2.776
C 1.791 0.582 1.421
C 0.342 1.130 0.975
C -0.767 -0.007 0.732
C -1.207 -0.231 -0.792
C -1.442 1.102 -1.650
C -2.188 2.294 -0.881
C -3.584 2.752 -1.581
C -4.741 1.875 -0.828
C -5.383 2.631 0.435
C -5.754 1.637 1.664
C -4.438 1.002 2.340
C -4.630 -0.475 2.931
N -4.677 -1.558 1.904
C -5.135 -1.515 0.537
C -4.949 -2.922 -0.076
C -4.378 -3.811 1.079
C -4.229 -2.877 2.299
O 2.977 1.924 -0.518
H 1.628 -0.858 -0.685
H 4.356 -0.391 -2.352
H 4.493 -1.518 -0.844
H 3.918 -2.334 -3.540
H 1.371 -2.491 -2.099
H 5.115 0.065 0.430
H 4.029 -0.065 2.007
H 3.857 2.678 1.748
H 5.420 2.402 0.724
H 1.779 -0.446 1.922
H 2.176 1.318 2.229
H 0.501 1.853 0.109
H -0.039 1.771 1.862
H -0.290 -1.005 1.083
H -1.642 0.170 1.459
H -2.158 -0.892 -0.772
H -0.415 -0.869 -1.341
H -2.038 0.823 -2.591
H -0.409 1.449 -2.027
H -1.511 3.225 -0.914
H -2.421 2.097 0.219
H -3.786 3.858 -1.344
H -3.601 2.586 -2.709
H -4.205 0.890 -0.537
H -5.564 1.614 -1.608
H -4.694 3.492 0.762
H -6.370 3.110 0.101
H -6.505 0.827 1.381
H -6.229 2.321 2.467
H -3.986 1.642 3.178
H -3.646 0.930 1.514
H -5.564 -0.564 3.600
H -3.702 -0.699 3.586
H -5.567 -0.639 -0.040
H -5.180 -3.246 -1.138
H -4.139 -4.930 1.016
H -3.853 -3.183 3.325
C 3.330 7.427 3.723
N 3.488 6.121 3.117
C 4.824 5.648 2.804
C 2.422 5.322 2.831
O 2.488 4.218 2.324
H 3.748 8.183 3.054
H 3.866 7.445 4.675
H 2.277 7.650 3.902
H 4.891 5.451 1.731
H 5.010 4.717 3.344
H 5.569 6.392 3.088
H 1.456 5.775 3.108
C -6.364 -2.346 -5.017
N -6.340 -0.963 -4.585
C -7.173 0.003 -5.275
C -5.559 -0.542 -3.551
O -5.492 0.603 -3.139
H -6.050 -2.398 -6.062
H -7.382 -2.731 -4.921
H -5.692 -2.956 -4.411
H -6.538 0.787 -5.695
H -7.863 0.456 -4.560
H -7.737 -0.480 -6.074
H -4.967 -1.354 -3.097
C 9.209 1.229 -1.400
N 8.094 0.379 -1.767
C 8.027 -0.965 -1.224
C 7.106 0.802 -2.604
O 6.145 0.138 -2.950
H 10.139 0.750 -1.715
H 9.214 1.361 -0.315
H 9.129 2.206 -1.880
H 8.021 -1.684 -2.047
H 7.100 -1.076 -0.655
H 8.882 -1.158 -0.574
H 7.253 1.835 -2.958
C 0.189 -6.033 3.164
N -1.207 -6.130 2.788
C -2.160 -5.212 3.382
C -1.653 -7.057 1.893
O -2.810 -7.189 1.537
H 0.279 -6.190 4.242
H 0.558 -5.037 2.907
H 0.787 -6.782 2.642
H -2.922 -5.785 3.916
H -2.644 -4.639 2.588
H -1.659 -4.533 4.074
H -0.850 -7.703 1.503
```

***

(3)
The following is a quantum chemistry calculation of 9 unconnected molecules or ions with the total composition C36H66F18N12P3 at a distorted geometry, from the Open Molecules 2025 dataset.

Values from the calculation:
Kohn-Sham gap in eV: 8.064
Charge: +3
Spin multiplicity: 1
Relative energy (zero: lowest compared OMol25 entry of this formula, charge and spin) in kcal per mole: 128.4

The geometry in XYZ format:
```
135
C36H66F18N12P3 the ωB97M-V functional and the def2-TZVPD basis
C 4.367 -4.027 4.495
C 2.846 -3.745 4.604
N 2.509 -2.406 4.809
C 1.582 -1.925 5.667
C 1.414 -0.527 5.530
N 2.275 -0.144 4.520
C 2.972 -1.307 4.145
C 2.557 1.193 3.966
H 4.878 -3.694 5.398
H 4.751 -3.507 3.617
H 4.617 -5.085 4.407
H 2.292 -4.381 5.294
H 2.439 -4.037 3.636
H 1.192 -2.647 6.369
H 0.614 0.041 5.980
H 3.598 -1.377 3.268
H 3.607 1.473 4.054
H 1.866 1.913 4.403
H 2.376 1.299 2.896
C 4.144 1.968 -2.228
C 4.567 0.523 -2.639
N 5.298 -0.181 -1.572
C 4.898 -0.304 -0.232
C 5.758 -1.003 0.512
N 6.700 -1.465 -0.393
C 6.447 -0.966 -1.674
C 7.975 -2.083 -0.094
H 3.708 2.342 -3.154
H 4.966 2.647 -2.000
H 3.375 1.834 -1.467
H 5.213 0.723 -3.494
H 3.605 0.162 -3.002
H 3.980 0.187 0.056
H 5.777 -1.164 1.579
H 7.038 -1.034 -2.576
H 8.134 -2.965 -0.714
H 8.078 -2.314 0.967
H 8.809 -1.512 -0.502
C -2.399 -2.110 -1.307
C -3.804 -2.565 -1.466
N -4.027 -3.216 -2.777
C -3.920 -2.559 -4.057
C -4.235 -3.391 -5.028
N -4.482 -4.649 -4.366
C -4.345 -4.522 -3.051
C -4.805 -5.914 -5.044
H -1.771 -3.001 -1.297
H -2.292 -1.562 -0.371
H -2.113 -1.426 -2.105
H -4.439 -1.690 -1.332
H -4.200 -3.278 -0.743
H -3.741 -1.497 -3.973
H -4.236 -3.276 -6.102
H -4.431 -5.221 -2.232
H -4.928 -5.776 -6.118
H -5.764 -6.322 -4.727
H -3.990 -6.607 -4.834
C -3.197 2.702 -7.480
C -3.263 1.230 -7.031
N -2.520 0.936 -5.834
C -2.893 1.288 -4.541
C -1.833 1.026 -3.696
N -0.855 0.388 -4.468
C -1.291 0.348 -5.728
C 0.455 0.026 -3.954
H -3.705 3.428 -6.845
H -3.373 2.998 -8.513
H -2.178 3.082 -7.412
H -2.986 0.459 -7.751
H -4.266 0.908 -6.752
H -3.859 1.744 -4.383
H -1.725 1.394 -2.686
H -0.743 -0.165 -6.504
H 0.367 -0.882 -3.358
H 0.878 0.814 -3.332
H 1.193 -0.097 -4.747
C -1.815 -4.019 1.875
C -1.096 -2.804 2.281
N -1.391 -2.487 3.628
C -1.631 -3.350 4.762
C -2.274 -2.610 5.780
N -2.522 -1.291 5.260
C -1.897 -1.261 4.054
C -3.339 -0.178 5.784
H -1.912 -4.295 0.825
H -2.841 -3.918 2.229
H -1.258 -4.885 2.234
H -1.495 -2.062 1.589
H -0.022 -2.836 2.094
H -1.264 -4.356 4.617
H -2.605 -2.853 6.779
H -1.992 -0.411 3.394
H -3.941 -0.542 6.616
H -4.063 0.308 5.130
H -2.706 0.596 6.217
C -0.664 3.115 3.763
C -1.830 3.879 2.952
N -1.258 4.383 1.767
C -0.921 5.715 1.553
C -0.419 5.697 0.269
N -0.531 4.476 -0.360
C -0.933 3.623 0.679
C 0.064 4.027 -1.549
H 0.013 3.872 4.160
H -0.050 2.442 3.164
H -1.130 2.461 4.499
H -2.549 4.513 3.470
H -2.438 3.028 2.643
H -1.018 6.398 2.385
H 0.203 6.489 -0.121
H -1.006 2.554 0.542
H 0.063 4.856 -2.257
H -0.503 3.254 -2.068
H 1.032 3.686 -1.182
P -4.321 2.635 -1.258
F -5.213 1.940 0.039
F -3.115 1.599 -0.917
F -4.968 1.521 -2.207
F -3.399 3.211 -2.415
F -5.598 3.616 -1.619
F -3.723 3.670 -0.167
P 3.845 4.486 1.296
F 4.761 5.292 2.434
F 3.073 5.889 1.009
F 5.085 4.746 0.200
F 2.933 3.778 0.159
F 4.530 3.098 1.643
F 2.824 4.303 2.557
P 0.797 -0.072 0.185
F 1.277 1.404 0.711
F 2.018 -0.744 0.980
F -0.082 -0.146 1.562
F 0.497 -1.536 -0.337
F -0.521 0.467 -0.646
F 1.736 0.078 -1.152
```

***

Going through the records in order, we get M values of 783.9, 771.9, 1101.9 g mol⁻¹.